Entry 1:
{"formula": "C25H29Cl5NO6SV", "method": "ωB97M-V with the def2-TZVPD basis set", "total_charge": -1, "homo_lumo_gap_ha": [0.273, 0.290], "e_tot_ev": -139311.8021, "largest_force_ev_per_a": 0.70, "e_lumo_ev": [1.725, 2.058], "spin_multiplicity": 2, "de_lowest_kj_mol": 0.0, "symbols": ["V", "C", "C", "C", "C", "C", "C", "C", "C", "C", "C", "C", "C", "C", "C", "C", "C", "C", "H", "H", "H", "H", "H", "H", "H", "H", "H", "H", "H", "H", "H", "H", "H", "H", "H", "H", "H", "H", "H", "H", "H", "H", "H", "H", "H", "H", "H", "O", "C", "O", "C", "O", "O", "Cl", "C", "C", "Cl", "C", "Cl", "C", "O", "C", "Cl", "C", "Cl", "O", "S", "N"], "xyz": [[-0.11279, -0.41922, -0.39015], [0.91590, -1.19260, -2.27411], [-0.12694, -2.10525, -1.95246], [0.22119, -2.68617, -0.67861], [1.45679, -2.09798, -0.29991], [1.91084, -1.20614, -1.27887], [3.27502, -0.54659, -1.29994], [4.27886, -1.67971, -1.58045], [3.38966, 0.49301, -2.41341], [3.62335, 0.09405, 0.04692], [-0.28926, -3.86695, 0.15957], [0.58422, -5.06778, -0.25806], [-0.04422, -3.59638, 1.65330], [-1.75740, -4.26879, 0.02684], [-1.23591, -2.41290, -2.96426], [-1.03070, -3.85317, -3.46431], [-1.10710, -1.50670, -4.19749], [-2.66164, -2.20769, -2.43169], [0.92450, -0.54651, -3.13557], [1.95442, -2.27155, 0.63929], [4.06239, -2.17005, -2.53275], [4.24794, -2.43593, -0.79329], [5.29198, -1.27305, -1.62548], [3.16079, 0.05888, -3.39016], [4.41655, 0.86380, -2.44877], [2.73271, 1.34251, -2.24072], [3.56514, -0.63175, 0.85920], [2.94658, 0.91690, 0.26839], [4.64679, 0.47558, 0.00809], [1.64364, -4.85180, -0.10633], [0.43904, -5.32047, -1.30967], [0.32033, -5.94103, 0.34353], [1.01491, -3.54097, 1.90034], [-0.47361, -4.41505, 2.23419], [-0.51971, -2.66626, 1.96289], [-2.03764, -4.54564, -0.98481], [-2.42390, -3.48964, 0.38868], [-1.91301, -5.14959, 0.65543], [-0.02438, -3.97201, -3.87416], [-1.75030, -4.06814, -4.25788], [-1.16175, -4.59517, -2.68133], [-0.15548, -1.65249, -4.71384], [-1.22357, -0.45339, -3.94341], [-1.90536, -1.76702, -4.89565], [-2.85227, -2.71730, -1.49501], [-3.37020, -2.57857, -3.17772], [-2.84486, -1.14649, -2.27577], [0.95710, 3.17116, -1.84356], [0.41901, 2.13470, -1.53825], [0.86128, 1.29214, -0.64175], [-0.88019, 1.61296, -2.19316], [-1.40488, 2.14922, -3.13695], [-1.29571, 0.51732, -1.60764], [0.93288, 3.07353, 6.27975], [0.79681, 2.12248, 4.84524], [-0.05012, 2.51264, 3.81217], [-0.97656, 3.95885, 3.98221], [-0.16362, 1.75748, 2.65230], [-1.23692, 2.27129, 1.40346], [0.57549, 0.56295, 2.47363], [0.52757, -0.18830, 1.43164], [1.41640, 0.19044, 3.55062], [2.31379, -1.28103, 3.38589], [1.52966, 0.94817, 4.70419], [2.57999, 0.43710, 5.97519], [-3.83027, -1.89958, 1.54396], [-3.02221, -0.72236, 1.21566], [-1.76111, -0.93040, 0.48938]], "mulliken_spin": [1.100, -0.018, -0.026, -0.055, -0.008, -0.044, 0.012, -0.001, -0.002, 0.002, 0.012, -0.003, 0.003, 0.000, 0.021, -0.002, -0.003, 0.011, 0.000, 0.007, 0.000, 0.000, 0.000, 0.000, 0.000, 0.001, 0.000, 0.002, 0.000, 0.000, 0.000, 0.000, 0.000, 0.000, 0.002, 0.000, -0.001, 0.000, 0.000, 0.000, 0.000, 0.000, 0.001, 0.000, -0.002, 0.000, 0.001, -0.001, 0.005, 0.009, 0.004, -0.003, -0.028, 0.001, 0.014, -0.006, -0.001, 0.012, 0.002, -0.004, -0.022, 0.010, 0.001, -0.006, -0.001, 0.032, 0.040, -0.069]}

=====

Entry 2:
{"formula": "C6H11NO", "method": "ωB97M-V with the def2-TZVPD basis set", "homo_lumo_gap_ha": 0.335, "e_tot_ev": -9935.4438, "largest_force_ev_per_a": 2.86, "e_lumo_ev": 0.979, "de_lowest_kj_mol": 290.5, "symbols": ["C", "C", "C", "N", "H", "H", "H", "H", "H", "H", "H", "C", "C", "C", "O", "H", "H", "H", "H"], "xyz": [[-0.27648, 1.59126, 0.62473], [-0.46517, 0.88204, -0.67353], [-1.39263, -0.13253, -0.81092], [-2.39557, -0.36417, 0.13383], [-0.20095, 0.86593, 1.43840], [0.62516, 2.19901, 0.61128], [-1.14646, 2.21942, 0.82815], [0.01181, 1.28609, -1.55404], [-1.63510, -0.47061, -1.81185], [-2.95551, -1.18022, -0.06801], [-2.01669, -0.43167, 1.07277], [2.44496, -0.20250, 0.45022], [1.57150, -0.58641, -0.48198], [0.31053, -1.37344, -0.09979], [-0.00405, -1.56002, 1.07426], [2.19100, -0.28435, 1.49653], [3.40518, 0.22439, 0.20649], [1.84103, -0.58519, -1.53106], [0.08743, -2.09704, -0.90549]], "lowdin_charge": [-0.085, -0.172, -0.258, 0.074, 0.075, 0.077, 0.088, 0.112, 0.123, 0.089, 0.079, 0.014, -0.173, -0.362, -0.030, 0.065, 0.055, 0.100, 0.130]}

=====

Entry 3:
{"formula": "C15H13I2N4NaOS4Sb", "method": "ωB97M-V with the def2-TZVPD basis set", "total_charge": -2, "homo_lumo_gap_ha": [0.128, 0.210], "e_tot_ev": -94276.2855, "largest_force_ev_per_a": 0.56, "e_lumo_ev": [3.176, 3.176], "spin_multiplicity": 2, "de_lowest_kj_mol": 0.0, "symbols": ["Na", "S", "Sb", "S", "S", "I", "C", "C", "C", "I", "C", "C", "C", "C", "N", "C", "C", "O", "H", "H", "H", "H", "N", "H", "H", "H", "N", "C", "S", "C", "C", "C", "N", "C", "C", "H", "H", "H", "H", "H", "H"], "xyz": [[0.86144, 0.26659, 0.80440], [2.08084, 2.63877, 4.40220], [0.18899, 1.61533, 5.13302], [-0.64683, -0.01748, 3.48417], [0.51518, -0.84160, 5.05432], [1.13529, 0.14580, -4.59011], [1.43160, -1.49334, -3.33115], [1.73496, -2.73975, -3.87527], [1.94574, -3.84252, -3.08549], [2.41396, -5.66423, -4.01354], [1.83589, -3.74094, -1.67194], [2.00027, -4.80899, -0.76699], [1.84106, -4.59602, 0.57639], [1.51167, -3.31052, 1.02456], [1.36268, -2.28822, 0.21435], [1.52568, -2.47182, -1.11195], [1.34506, -1.26149, -1.94194], [1.11526, -0.16057, -1.38976], [1.80638, -2.83085, -4.95172], [2.24671, -5.79274, -1.14575], [1.95933, -5.40142, 1.29009], [1.36155, -3.11576, 2.08305], [2.70446, -0.07803, 2.35469], [2.98572, 0.79196, 2.80187], [3.52263, -0.61027, 2.08618], [2.21165, -0.60276, 3.07424], [-4.89910, 4.10927, -1.52767], [-4.04160, 4.54989, -0.49061], [-4.29494, 6.10521, 0.13733], [-3.04648, 3.63664, -0.06067], [-2.94878, 2.30833, -0.57073], [-1.93554, 1.47718, -0.15544], [-0.98579, 1.80890, 0.73518], [-1.07899, 3.06349, 1.23382], [-2.04587, 3.97341, 0.89265], [-5.39158, 4.90145, -1.91345], [-4.41290, 3.59513, -2.25325], [-3.67894, 1.91781, -1.26669], [-1.86935, 0.47215, -0.56386], [-0.31644, 3.33250, 1.95999], [-2.05088, 4.95951, 1.33546]], "mulliken_spin": [-0.001, 0.000, 0.000, 0.001, 0.001, 0.001, -0.001, 0.000, 0.000, 0.000, 0.000, 0.000, 0.000, 0.000, 0.000, 0.000, 0.000, 0.002, 0.000, 0.000, 0.000, 0.000, 0.000, 0.000, 0.000, 0.000, 0.040, 0.235, 0.217, 0.014, 0.171, -0.060, 0.177, -0.035, 0.147, 0.002, 0.015, 0.035, 0.005, 0.005, 0.030]}

=====

Entry 4:
{"formula": "C29H51BrClF2N2O6P", "method": "ωB97M-V with the def2-TZVPD basis set", "homo_lumo_gap_ha": 0.077, "e_tot_ev": -143428.6485, "largest_force_ev_per_a": 4.99, "e_lumo_ev": -1.424, "symbols": ["C", "C", "O", "C", "C", "O", "C", "C", "C", "O", "C", "C", "C", "C", "N", "C", "F", "N", "C", "C", "C", "F", "C", "C", "O", "C", "C", "C", "C", "C", "C", "C", "Cl", "C", "C", "C", "P", "O", "Br", "H", "H", "H", "H", "H", "H", "H", "H", "H", "H", "H", "H", "H", "H", "H", "H", "H", "H", "H", "H", "H", "H", "H", "H", "H", "H", "H", "H", "H", "H", "H", "H", "H", "H", "H", "H", "H", "H", "H", "H", "H", "H", "H", "H", "H", "H", "C", "C", "O", "H", "H", "H", "H", "H"], "xyz": [[-3.98505, -2.04374, -5.56641], [-4.31771, -0.50315, -5.06799], [-3.13152, 0.33531, -4.84681], [-2.79462, 0.47671, -3.42137], [-1.23363, -0.08040, -3.21139], [-0.22531, 0.95783, -3.11803], [-0.23511, 1.74650, -1.89378], [0.47091, 1.03929, -0.57287], [-0.59238, 0.04331, 0.17123], [-2.01844, 0.28067, -0.13816], [-2.90645, -0.29535, 0.88585], [1.79824, 0.10462, -0.97350], [2.78464, 0.77822, -2.11396], [2.82343, -0.19563, -3.47661], [3.66669, 0.39547, -4.59657], [2.54122, -0.52713, 0.31645], [4.00403, -0.84950, 0.06633], [2.39437, 0.12231, 1.67352], [1.76983, -0.92005, 2.55414], [2.85998, -2.14156, 2.94986], [3.72975, -1.64184, 4.28042], [4.25010, -2.90201, 4.91686], [1.93643, 1.55992, 1.74294], [1.26199, 1.97834, 3.22459], [-0.12174, 1.51256, 3.40183], [-0.44095, 1.18337, 4.79520], [-1.39991, -0.16913, 5.01823], [-1.91436, -0.69956, 6.48437], [-1.47085, 0.12940, 7.83100], [-0.49835, 1.47731, 7.64550], [-0.01108, 2.01018, 6.14050], [3.32611, 2.50547, 1.82109], [4.60742, 2.21593, 0.55061], [4.10275, 2.53298, 3.24461], [5.73291, 2.80463, 3.15211], [1.16457, 2.16250, 0.46073], [-0.11993, 3.55433, 0.55471], [-1.61594, 3.03616, 1.38107], [0.57766, 5.32833, 1.88495], [-5.04485, -2.56797, -5.71588], [-3.41227, -2.69344, -4.78088], [-3.47396, -2.09004, -6.63905], [-4.91033, -0.00340, -5.97629], [-5.08222, -0.52963, -4.17635], [-3.45583, -0.25867, -2.75256], [-2.94231, 1.57897, -3.05796], [-1.24300, -0.88703, -2.36417], [-1.00870, -0.68592, -4.21677], [-1.29308, 2.20198, -1.69939], [0.46428, 2.68951, -2.12550], [-0.53455, 0.01805, 1.33716], [-0.36953, -1.07220, -0.19068], [-2.40323, -1.08506, 1.58943], [-3.43687, 0.58863, 1.47925], [-3.78687, -0.83734, 0.29145], [1.27682, -0.78180, -1.59005], [2.46312, 1.84082, -2.47838], [3.91084, 0.85861, -1.80582], [1.76560, -0.56696, -3.80556], [3.40743, -1.17138, -3.11231], [4.30876, -0.39715, -4.89184], [3.07610, 0.71824, -5.39531], [2.10887, -1.64534, 0.36614], [3.40193, 0.14893, 2.03834], [1.40919, -0.63300, 3.61713], [0.83362, -1.49071, 2.07947], [2.22972, -3.10149, 3.17541], [3.63855, -2.34414, 2.10593], [3.06509, -1.02815, 5.02534], [4.65289, -0.97810, 4.00480], [1.81531, 1.41326, 4.12554], [1.40201, 3.10573, 3.48633], [-1.75628, -0.75787, 4.05015], [-2.58992, -1.66738, 6.51272], [-1.82220, -0.19424, 8.90197], [-0.18720, 2.06958, 8.62864], [0.65016, 2.97245, 6.05695], [2.91785, 3.61327, 1.63962], [3.63244, 3.37459, 3.90654], [3.97756, 1.48261, 3.75351], [6.09654, 2.98244, 4.27173], [6.02478, 3.76890, 2.55482], [6.31413, 1.83714, 2.78970], [1.98301, 2.65722, -0.26091], [-1.90203, 3.88983, 1.85957], [-7.07815, -5.21330, -8.17578], [-6.11488, -5.18821, -6.97575], [-5.20541, -4.26167, -7.23043], [-6.56302, -5.47057, -9.10984], [-7.85479, -5.96949, -8.01211], [-7.58435, -4.24972, -8.31541], [-5.78125, -6.23043, -6.85228], [-6.75918, -5.06155, -6.09169]], "lowdin_charge": [-0.118, -0.262, -0.227, -0.154, -0.150, -0.187, -0.168, -0.257, -0.155, -0.260, -0.092, -0.143, -0.141, -0.260, -0.042, -0.125, -0.078, 0.003, -0.127, -0.094, -0.117, -0.131, -0.264, -0.146, -0.188, -0.159, 0.003, -0.056, -0.057, -0.040, -0.005, -0.570, 0.699, -0.257, -0.172, -0.362, 0.725, -0.387, 0.260, 0.078, 0.067, 0.094, 0.131, 0.114, 0.131, 0.128, 0.116, 0.158, 0.126, 0.134, 0.102, 0.143, 0.090, 0.115, 0.119, 0.156, 0.116, 0.082, 0.112, 0.127, 0.081, 0.077, 0.186, 0.173, 0.120, 0.153, 0.143, 0.121, 0.126, 0.122, 0.126, 0.096, 0.084, 0.097, 0.087, 0.093, 0.089, 0.094, 0.128, 0.097, 0.094, 0.085, 0.081, 0.124, 0.056, -0.170, -0.633, -0.353, 0.048, 0.034, 0.048, 0.059, 0.057]}

=====

Entry 5:
{"formula": "C12H26BN2O2P", "method": "ωB97M-V with the def2-TZVPD basis set", "homo_lumo_gap_ha": 0.292, "e_tot_ev": -29900.5999, "largest_force_ev_per_a": 4.90, "e_lumo_ev": 0.256, "symbols": ["C", "C", "C", "C", "C", "C", "P", "B", "N", "O", "C", "C", "H", "H", "H", "H", "H", "H", "H", "H", "H", "H", "H", "H", "H", "H", "H", "C", "O", "C", "C", "C", "N", "H", "H", "H", "H", "H", "H", "H", "H", "H", "H", "H"], "xyz": [[-0.15110, -1.01212, -7.59647], [0.32376, -1.47548, -6.12640], [1.83403, -1.60187, -5.82986], [2.38014, -2.00070, -4.41443], [1.31015, -2.28486, -3.32483], [1.67462, -2.66224, -1.79450], [1.40602, -1.00884, -0.80787], [1.12199, 0.73764, 0.03770], [2.13526, 1.80300, -0.30765], [-0.01941, 0.98384, 0.91224], [-0.23376, -2.18634, -3.61827], [-0.71778, -1.78808, -5.02711], [-0.30353, 0.13327, -7.58047], [-1.16994, -1.47212, -7.81306], [0.66051, -1.28024, -8.35137], [2.59184, -1.36874, -6.64328], [3.48697, -2.08089, -4.16744], [2.79311, -2.89817, -1.69850], [1.01076, -3.50576, -1.38998], [1.86535, -1.60002, 0.42183], [2.29398, -0.39393, -1.78770], [-0.03246, -1.04749, -1.05765], [2.38090, 1.74116, -1.31770], [1.59264, 2.69313, -0.25884], [-0.78973, 0.66929, 0.37270], [-0.98173, -2.40617, -2.77146], [-1.84584, -1.72256, -5.19128], [-0.91066, 0.15216, 6.48436], [-0.44725, 0.34715, 5.15873], [-1.44707, 0.77836, 4.23982], [-1.73138, 2.29393, 4.27489], [-2.57419, 2.72995, 5.46976], [-0.48831, 3.07530, 4.25921], [-1.93841, -0.22191, 6.51126], [-0.82910, 1.08157, 7.05177], [-0.26210, -0.58340, 6.96450], [-1.05708, 0.53354, 3.24705], [-2.36649, 0.19241, 4.36466], [-2.30115, 2.53988, 3.37196], [-2.00114, 2.76143, 6.39899], [-2.97096, 3.73552, 5.30817], [-3.42475, 2.05700, 5.61685], [0.02500, 2.85221, 3.40759], [0.10827, 2.71018, 5.00209]], "lowdin_charge": [-0.100, -0.228, -0.038, -0.029, -0.264, -0.382, 0.765, -0.637, 0.072, -0.011, -0.057, -0.044, 0.084, 0.072, 0.074, 0.087, 0.090, 0.076, 0.082, 0.007, 0.002, -0.005, 0.051, 0.074, 0.087, 0.089, 0.094, -0.110, -0.190, -0.201, -0.429, -0.077, 0.041, 0.089, 0.073, 0.086, 0.101, 0.118, 0.134, 0.063, 0.075, 0.077, 0.066, 0.070]}

=====

Repeat the second record exactly.
{"formula": "C6H11NO", "method": "ωB97M-V with the def2-TZVPD basis set", "homo_lumo_gap_ha": 0.335, "e_tot_ev": -9935.4438, "largest_force_ev_per_a": 2.86, "e_lumo_ev": 0.979, "de_lowest_kj_mol": 290.5, "symbols": ["C", "C", "C", "N", "H", "H", "H", "H", "H", "H", "H", "C", "C", "C", "O", "H", "H", "H", "H"], "xyz": [[-0.27648, 1.59126, 0.62473], [-0.46517, 0.88204, -0.67353], [-1.39263, -0.13253, -0.81092], [-2.39557, -0.36417, 0.13383], [-0.20095, 0.86593, 1.43840], [0.62516, 2.19901, 0.61128], [-1.14646, 2.21942, 0.82815], [0.01181, 1.28609, -1.55404], [-1.63510, -0.47061, -1.81185], [-2.95551, -1.18022, -0.06801], [-2.01669, -0.43167, 1.07277], [2.44496, -0.20250, 0.45022], [1.57150, -0.58641, -0.48198], [0.31053, -1.37344, -0.09979], [-0.00405, -1.56002, 1.07426], [2.19100, -0.28435, 1.49653], [3.40518, 0.22439, 0.20649], [1.84103, -0.58519, -1.53106], [0.08743, -2.09704, -0.90549]], "lowdin_charge": [-0.085, -0.172, -0.258, 0.074, 0.075, 0.077, 0.088, 0.112, 0.123, 0.089, 0.079, 0.014, -0.173, -0.362, -0.030, 0.065, 0.055, 0.100, 0.130]}